Computed, not measured: C53H20F18GeN2PS3Ti as an isolated structure, with ωB97M-V/def2-TZVPD.

```
! wB97M-V def2-TZVPD RIJCOSX def2/J DEFGRID3
* xyz -1 1
Ti -0.14 0.47 0.35
S -2.49 0.52 -0.11
C -3.18 0.43 1.49
C -4.51 0.80 1.69
C -5.10 0.70 2.94
C -6.46 1.09 3.11
N -7.57 1.40 3.22
C -4.34 0.23 4.03
C -3.02 -0.14 3.84
C -2.43 -0.04 2.58
S -0.78 -0.57 2.36
C -4.92 0.12 5.33
N -5.37 0.01 6.39
H -5.09 1.17 0.86
H -2.44 -0.50 4.67
C 4.19 -5.20 0.00
C 3.29 -4.55 -0.84
C 2.68 -3.38 -0.43
C 2.96 -2.84 0.83
C 3.87 -3.49 1.66
C 4.48 -4.67 1.24
P 2.11 -1.29 1.25
C 2.80 -0.77 2.85
C 3.60 0.36 3.00
C 4.01 0.76 4.27
C 3.63 0.04 5.39
C 2.82 -1.08 5.24
C 2.40 -1.48 3.99
C 2.80 -0.15 0.03
C 4.15 -0.08 -0.33
C 4.56 0.83 -1.27
C 3.61 1.66 -1.86
C 2.28 1.58 -1.51
C 1.83 0.68 -0.53
H 4.67 -6.12 -0.33
H 3.06 -4.96 -1.82
H 1.98 -2.87 -1.08
H 4.10 -3.08 2.63
H 5.18 -5.16 1.90
H 3.89 0.94 2.14
H 4.62 1.65 4.37
H 3.95 0.36 6.37
H 2.51 -1.64 6.12
H 1.74 -2.33 3.88
H 4.86 -0.76 0.14
H 5.61 0.90 -1.56
H 3.92 2.38 -2.61
H 1.59 2.25 -2.01
F -2.40 3.78 1.34
C -2.12 5.01 1.77
C -0.85 5.52 1.60
C -0.65 6.83 2.01
F 0.54 7.42 1.83
C -1.65 7.59 2.59
F -1.42 8.84 2.97
C -2.91 7.03 2.77
F -3.88 7.75 3.32
C -3.15 5.73 2.35
F -4.36 5.21 2.50
Ge 0.51 4.36 0.76
S 0.63 2.44 1.70
C 2.32 5.13 0.96
C 3.24 5.19 -0.07
F 2.89 4.84 -1.32
C 4.55 5.59 0.12
F 5.41 5.63 -0.90
C 4.97 5.94 1.39
F 6.23 6.33 1.60
C 4.08 5.88 2.45
F 4.48 6.21 3.68
C 2.78 5.47 2.21
F 1.94 5.40 3.26
C 0.01 4.49 -1.15
C -0.50 3.45 -1.89
F -0.66 2.24 -1.32
C -0.87 3.56 -3.22
F -1.35 2.52 -3.89
C -0.73 4.79 -3.84
F -1.08 4.93 -5.11
C -0.24 5.87 -3.13
F -0.11 7.06 -3.73
C 0.12 5.70 -1.81
F 0.59 6.77 -1.14
F -0.33 -6.69 -6.10
C 0.14 -5.47 -6.42
F 1.42 -5.65 -6.83
F -0.54 -5.05 -7.50
C 0.05 -4.50 -5.28
C 0.09 -3.13 -5.55
C 0.05 -2.23 -4.51
C -0.03 -2.67 -3.18
C -0.07 -4.04 -2.93
C -0.02 -4.95 -3.97
C -0.07 -1.72 -2.12
C -0.09 -0.91 -1.21
H 0.14 -2.78 -6.57
H 0.08 -1.16 -4.71
H -0.14 -4.39 -1.91
H -0.06 -6.01 -3.77
*
```

Output
Orbital gap in eV: 7.16
Energy in Eh: -8401.184792
Energy above the lowest of the compared OMol25 structures with the same formula, charge and spin in kcal/mol: 0.00

---

Computed, not measured: C53H35ClMoN5O2 as an isolated structure, with ωB97M-V/def2-TZVPD.

```
! wB97M-V def2-TZVPD RIJCOSX def2/J DEFGRID3
* xyz 1 1
Mo -0.32 -0.55 1.21
C 1.08 6.76 3.16
C 1.58 6.11 2.05
C 1.28 4.77 1.83
C 0.46 4.08 2.72
C -0.04 4.74 3.84
C 0.27 6.08 4.06
C 0.13 2.65 2.48
C 1.11 1.70 2.74
C 2.36 2.01 3.36
C 2.97 0.83 3.64
C 2.11 -0.20 3.17
C 2.32 -1.56 3.37
C 3.58 -1.98 4.03
C 3.56 -2.51 5.32
C 4.74 -2.90 5.94
C 5.95 -2.77 5.27
C 5.98 -2.24 3.98
C 4.80 -1.85 3.37
C 1.41 -2.53 2.98
N 0.20 -2.33 2.34
C -0.23 -3.60 1.99
C -1.34 -3.91 1.21
C -1.58 -5.33 0.82
C -1.44 -5.69 -0.51
C -1.66 -7.00 -0.90
C -2.03 -7.96 0.04
C -2.18 -7.59 1.37
C -1.95 -6.28 1.76
C -2.24 -2.96 0.78
C -3.50 -3.25 0.18
C -4.16 -2.08 0.06
C -3.31 -1.06 0.58
N -2.11 -1.60 0.99
C -3.70 0.27 0.72
C -2.88 1.24 1.27
C -3.27 2.61 1.41
C -2.20 3.28 1.88
C -1.14 2.33 2.04
N -1.58 1.07 1.68
C -5.08 0.66 0.30
C -5.38 0.84 -1.05
C -6.66 1.21 -1.43
C -7.64 1.41 -0.47
C -7.35 1.23 0.87
C -6.07 0.85 1.26
C 0.69 -4.59 2.47
C 1.69 -3.93 3.10
N 0.98 0.34 2.58
H 1.32 7.80 3.34
H 2.22 6.63 1.35
H 1.67 4.25 0.96
H -0.67 4.21 4.54
H -0.12 6.58 4.93
H 2.70 3.00 3.61
H 3.90 0.67 4.15
H 2.62 -2.60 5.84
H 4.72 -3.30 6.94
H 6.87 -3.07 5.75
H 6.92 -2.14 3.46
H 4.82 -1.44 2.37
H -1.16 -4.94 -1.24
H -1.54 -7.28 -1.94
H -2.20 -8.98 -0.27
H -2.48 -8.33 2.10
H -2.08 -5.99 2.80
H -3.84 -4.24 -0.08
H -5.16 -1.92 -0.30
H -4.24 3.01 1.16
H -2.11 4.34 2.09
H -4.61 0.69 -1.79
H -6.89 1.36 -2.48
H -8.64 1.70 -0.77
H -8.11 1.37 1.62
H -5.83 0.71 2.30
H 0.57 -5.65 2.34
H 2.56 -4.35 3.57
Cl -3.33 3.40 -4.29
C -2.38 2.46 -3.18
C -1.64 3.10 -2.20
C -0.90 2.35 -1.30
C -0.90 0.96 -1.38
O -0.18 0.25 -0.48
C -1.63 0.31 -2.39
C -1.68 -1.15 -2.58
O -1.01 -1.98 -2.01
C -2.37 1.09 -3.28
H -1.65 4.18 -2.13
H -0.33 2.82 -0.52
H -2.39 -1.46 -3.37
H -2.95 0.60 -4.06
C 2.79 -3.16 -1.39
C 1.90 -2.36 -0.57
N 1.19 -1.74 0.08
H 3.48 -3.71 -0.75
H 3.36 -2.52 -2.06
H 2.20 -3.86 -1.97
*
```

Output
Orbital gap (alpha / beta) in eV: 5.95 / 5.94
Energy in Eh: -2993.245873
Energy above the lowest of the compared OMol25 structures with the same formula, charge and spin in kcal/mol: 3.18

---

Computed, not measured: C53H36F12N3O2P2Pd as an isolated structure, with ωB97M-V/def2-TZVPD.

```
! wB97M-V def2-TZVPD RIJCOSX def2/J DEFGRID3
* xyz 3 5
Pd -0.15 -0.82 -0.76
C -5.96 0.35 -0.05
C -5.32 0.77 -1.21
C -4.20 0.09 -1.67
C -3.72 -1.03 -0.97
C -4.42 -1.48 0.17
C -5.53 -0.79 0.62
P -2.21 -1.82 -1.52
C -2.23 -1.83 -3.30
C -3.44 -2.05 -3.99
C -3.48 -2.06 -5.37
C -2.31 -1.88 -6.10
C -1.11 -1.68 -5.43
C -1.05 -1.67 -4.05
C -2.41 -3.55 -1.00
C -1.64 -4.13 0.07
C -1.95 -5.43 0.57
C -2.92 -6.18 -0.03
C -3.55 -5.66 -1.17
C -3.31 -4.36 -1.65
H -6.84 0.90 0.27
H -5.69 1.63 -1.75
H -3.70 0.41 -2.59
H -4.11 -2.39 0.68
H -6.09 -1.18 1.46
H -4.37 -2.11 -3.44
H -4.43 -2.22 -5.87
H -2.31 -1.84 -7.19
H -0.20 -1.49 -6.01
H -0.13 -1.47 -3.55
H -0.97 -3.49 0.63
H -1.42 -5.82 1.43
H -3.21 -7.14 0.37
H -4.32 -6.25 -1.67
H -3.85 -4.00 -2.52
N 7.36 -0.21 0.81
C 8.38 0.55 1.39
C 9.74 0.33 1.52
C 10.44 1.42 2.09
C 9.82 2.59 2.62
C 8.48 2.80 2.43
C 7.76 1.76 1.79
N 6.45 1.73 1.50
C 6.25 0.55 0.88
C 4.92 0.21 0.36
C 4.51 -1.10 0.06
C 3.20 -1.30 -0.30
N 2.31 -0.30 -0.47
C 2.75 0.94 -0.29
C 4.00 1.25 0.15
H 7.47 -1.08 0.30
H 10.23 -0.59 1.25
H 11.52 1.33 2.25
H 10.40 3.37 3.10
H 7.95 3.68 2.82
H 5.16 -1.95 0.17
H 2.85 -2.31 -0.45
H 2.03 1.72 -0.42
H 4.30 2.27 0.37
F 1.26 -3.81 -3.91
C 1.62 -4.37 -2.73
F 2.85 -3.95 -2.41
F 1.64 -5.70 -2.85
C 0.62 -3.90 -1.62
O -0.24 -4.75 -1.31
O 0.79 -2.77 -1.17
F 3.84 3.53 4.85
C 3.20 4.28 3.94
F 2.57 5.25 4.60
F 4.11 4.84 3.12
C 2.24 3.47 3.14
C 2.14 2.09 3.30
C 1.23 1.36 2.55
C 0.43 2.00 1.60
C 0.53 3.38 1.43
C 1.43 4.10 2.19
P -0.78 1.01 0.69
C -2.02 0.58 1.90
C -2.74 1.54 2.61
C -3.62 1.14 3.61
C -3.75 -0.20 3.92
C -2.96 -1.15 3.29
C -2.09 -0.76 2.27
C -4.81 -0.62 4.96
F -4.62 0.08 6.08
F -4.74 -1.92 5.26
F -6.03 -0.37 4.49
C -1.48 2.08 -0.59
C -0.69 2.25 -1.75
C -1.16 3.06 -2.79
C -2.39 3.69 -2.68
C -3.16 3.51 -1.53
C -2.70 2.72 -0.50
C -2.97 4.55 -3.79
F -2.07 4.88 -4.71
F -3.54 5.66 -3.32
F -3.93 3.83 -4.40
H 2.73 1.57 4.04
H 1.14 0.29 2.72
H -0.10 3.92 0.73
H 1.51 5.18 2.06
H -2.62 2.60 2.39
H -4.19 1.88 4.15
H -3.00 -2.17 3.63
H -1.44 -1.48 1.81
H 0.27 1.77 -1.85
H -0.56 3.22 -3.68
H -4.13 4.00 -1.44
H -3.31 2.61 0.37
*
```

Output
Orbital gap (alpha / beta) in eV: 7.25 / 5.25
Energy in Eh: -4364.122636
Energy above the lowest of the compared OMol25 structures with the same formula, charge and spin in kcal/mol: 0.00
Expectation value of S²: 6.057

---

Computed, not measured: C53H40Cl3FeN2O6P2S2 as an isolated structure, with ωB97M-V/def2-TZVPD.

```
! wB97M-V def2-TZVPD RIJCOSX def2/J DEFGRID3
* xyz 0 6
Fe 8.78 -2.64 16.47
O 8.67 0.01 13.43
N 7.72 -0.86 14.05
C 6.97 -1.54 13.18
C 5.84 -2.41 13.50
C 4.99 -2.58 12.35
C 3.78 -3.25 12.45
C 3.30 -3.62 13.76
C 4.08 -3.48 14.86
C 5.38 -2.87 14.76
P 6.43 -3.10 16.23
C 5.60 -2.03 17.39
C 6.14 -2.03 18.64
C 5.63 -1.35 19.73
C 4.55 -0.47 19.51
C 4.01 -0.39 18.25
C 4.50 -1.15 17.15
C 5.95 -4.78 16.78
C 6.15 -5.85 15.91
C 5.96 -7.14 16.36
C 5.34 -7.43 17.59
C 5.01 -6.39 18.40
C 5.35 -5.03 18.03
H 8.57 0.77 14.09
H 7.09 -1.25 12.14
H 5.40 -2.20 11.42
H 3.23 -3.51 11.57
H 2.37 -4.09 14.00
H 3.81 -3.84 15.89
H 7.02 -2.67 18.84
H 6.13 -1.46 20.71
H 4.09 0.14 20.30
H 3.26 0.32 18.06
H 4.09 -0.97 16.11
H 6.44 -5.82 14.85
H 6.12 -7.98 15.69
H 5.33 -8.39 18.03
H 4.54 -6.47 19.39
H 5.00 -4.24 18.67
C 11.09 -3.01 22.24
C 9.83 -3.28 21.66
C 9.62 -3.07 20.25
C 10.69 -2.51 19.49
C 11.93 -2.24 20.04
C 12.07 -2.49 21.41
P 10.36 -1.77 17.78
C 10.17 -0.01 18.33
C 9.72 0.45 19.65
C 8.68 1.29 19.83
C 7.78 1.84 18.80
C 9.10 1.83 16.79
C 10.15 0.76 17.21
C 11.75 -2.21 16.68
C 13.09 -2.41 17.06
C 14.04 -2.70 16.06
C 13.69 -2.78 14.72
C 12.36 -2.58 14.36
C 11.97 -2.86 13.03
C 10.62 -3.18 12.81
C 9.72 -3.26 13.85
C 9.99 -2.79 15.10
C 11.37 -2.42 15.33
H 11.27 -3.01 23.31
H 9.06 -3.79 22.29
H 8.64 -3.26 19.82
H 12.66 -1.68 19.51
H 13.04 -2.12 21.78
H 10.18 -0.01 20.51
H 8.38 1.54 20.90
H 7.38 1.05 18.16
H 9.70 2.54 16.22
H 10.72 0.40 16.35
H 13.38 -2.61 18.13
H 15.11 -2.81 16.42
H 14.50 -2.99 14.01
H 12.69 -2.96 12.22
H 10.22 -3.38 11.82
H 8.74 -3.60 13.55
C 6.78 2.70 19.40
O 8.62 2.63 17.91
C 8.13 1.16 15.89
S 7.06 2.20 15.13
S 7.89 -0.71 15.81
H 6.13 2.17 20.08
H 6.21 3.30 18.66
H 7.30 3.50 19.94
O 8.42 -3.08 24.58
C 7.81 -2.16 24.00
O 8.11 -1.58 22.93
C 6.62 -1.68 24.82
C 6.23 -2.58 25.87
C 5.20 -2.29 26.69
C 4.53 -1.05 26.44
O 3.73 -0.42 27.32
C 3.36 0.78 26.68
O 3.97 0.83 25.42
C 4.82 -0.25 25.32
C 5.88 -0.53 24.50
H 6.72 -3.53 26.08
H 4.73 -3.01 27.37
H 3.69 1.72 27.24
H 2.21 0.76 26.61
H 6.12 0.02 23.61
Cl 10.15 -7.16 19.23
C 10.08 -6.95 17.40
Cl 9.03 -8.13 16.57
Cl 11.73 -7.03 16.77
C 9.56 -5.58 17.20
N 9.13 -4.51 17.04
*
```

Output
Orbital gap (alpha / beta) in eV: 4.14 / 4.20
Energy in Eh: -6727.491485
Energy above the lowest of the compared OMol25 structures with the same formula, charge and spin in kcal/mol: 89.61
Expectation value of S²: 8.807